Entry 1:
The following is a DFT calculation (wB97M-V/def2-TZVPD) of a molecular structure, C28H28CoN9OS2Si.

Structure (XYZ):
```
70
Properties=species:S:1:pos:R:3:forces:R:3
Co -0.686433 -1.224169 0.224583 0.099 0.084 0.035
S -1.382663 0.871744 -0.202635 -0.055 0.093 -0.046
S -0.997325 -1.817137 -2.100698 -0.037 0.027 -0.011
Si -2.790597 -1.720613 0.821857 -0.103 -0.059 0.059
O 1.616446 -0.724025 -0.016112 0.193 -0.076 -0.218
N -2.853229 1.024345 -7.191961 0.007 0.005 -0.004
N 0.031170 -0.585363 2.336813 -0.048 -0.047 0.024
N 1.447887 -5.164447 1.855951 0.013 0.013 0.045
N 0.581488 -0.267981 4.402347 -0.088 -0.022 0.004
N -3.327568 4.374574 -4.818664 0.018 0.016 -0.007
N 0.916858 -1.550907 4.165600 0.079 -0.002 -0.014
N 0.067570 -2.914760 0.927106 0.002 -0.039 -0.002
N 2.539137 2.393503 -1.158192 0.012 -0.007 -0.022
N 2.661009 1.318931 -0.261662 -0.090 0.004 0.061
C 3.285498 0.617797 1.965442 -0.020 0.073 -0.024
C 0.051092 0.294717 3.304315 0.040 0.016 -0.042
C 3.104921 2.136924 3.828151 -0.004 0.014 -0.008
C -2.536523 2.114004 -3.846821 0.001 0.022 -0.025
C 1.364832 -4.049669 2.570278 -0.007 -0.005 0.010
C 3.429571 0.886252 3.315899 0.010 0.003 -0.026
C 2.796590 1.608734 1.114101 0.027 -0.028 0.007
C -3.237372 -1.035189 2.546653 0.020 0.021 -0.009
C 1.863977 1.877988 -2.265776 0.026 0.042 0.012
C 1.456441 0.618914 -2.047517 0.124 -0.057 -0.071
C 0.146402 -4.036582 0.207302 0.007 0.005 0.028
C 1.657924 2.726700 -3.470075 0.009 -0.014 -0.017
C -3.083878 -3.602402 0.980147 -0.030 0.014 0.018
C 0.830167 -5.143911 0.676226 -0.034 0.000 -0.050
C 2.457267 2.857785 1.621144 -0.021 0.004 0.003
C -1.785731 0.848476 -1.896389 0.029 0.029 -0.022
C 1.878758 0.241355 -0.719172 -0.078 0.060 0.161
C -2.248890 2.025248 -2.491976 0.007 -0.005 0.032
C -2.373692 0.974681 -4.652185 0.015 0.009 -0.018
C -2.645217 1.012920 -6.059895 -0.013 -0.006 0.023
C -1.926381 -0.203994 -4.072289 0.015 -0.010 0.000
C 3.808816 3.066105 -1.405959 -0.006 0.021 0.002
C -2.977406 3.361654 -4.398249 -0.020 -0.033 0.026
C 0.681463 -2.928173 2.120312 -0.024 0.017 0.006
C -4.197049 -1.159814 -0.311903 0.005 0.009 -0.011
C 0.567072 -1.694379 2.902164 0.000 -0.037 -0.008
C -1.617179 -0.309349 -2.710094 -0.065 -0.074 0.006
C 2.618667 3.116962 2.975322 0.011 -0.003 0.016
H -1.797912 -1.079883 -4.694812 0.000 0.002 -0.001
H -4.266740 -1.275972 2.830941 -0.011 -0.011 -0.017
H -4.127117 -3.810905 1.241429 0.012 0.004 -0.001
H 3.535125 -0.351145 1.561329 0.000 -0.026 -0.018
H -0.288224 1.316105 3.247631 0.007 0.002 0.002
H -3.130591 0.053683 2.545129 -0.002 -0.002 0.014
H 0.942366 2.241363 -4.130811 -0.010 0.003 0.003
H 0.880906 -6.044306 0.075880 -0.002 0.009 0.000
H 2.049973 3.607272 0.956514 -0.005 -0.007 -0.001
H 3.799479 0.107416 3.970249 0.011 -0.008 0.018
H 2.353315 4.092551 3.363170 0.000 0.004 0.001
H 0.761264 0.144466 5.299958 -0.007 0.003 0.001
H 4.205313 3.435738 -0.462232 0.003 0.007 0.009
H 2.589530 2.875305 -4.020952 -0.002 0.004 -0.003
H 3.630696 3.916358 -2.061101 -0.003 -0.009 0.006
H 0.855108 -0.001961 -2.687979 -0.025 -0.026 0.058
H -2.376352 2.901753 -1.869331 -0.003 0.003 -0.001
H 4.540604 2.392456 -1.864683 -0.001 -0.006 0.000
H 1.853437 -4.029986 3.536869 -0.004 0.010 0.002
H -2.572583 -1.438545 3.317244 -0.003 -0.005 0.011
H -5.151543 -1.566754 0.039419 0.002 0.003 0.005
H 3.233571 2.346762 4.883022 0.003 -0.001 -0.002
H 1.264514 3.705312 -3.192393 -0.010 0.001 0.006
H -0.351042 -4.027347 -0.753082 0.003 -0.007 -0.011
H -4.273752 -0.071244 -0.343722 0.005 -0.009 0.002
H -2.450949 -4.056400 1.748110 0.013 -0.012 0.017
H -2.873976 -4.104600 0.031641 0.002 -0.007 -0.016
H -4.028305 -1.514943 -1.330929 0.000 0.002 -0.009
```
Forces are in eV/Å.

Computed properties:
**Kohn-Sham gap (spin up / spin down)**: 0.2057 / 0.2130 Eh
**Multiplicity**: 2
**HOMO level (spin up / spin down)**: -3.44 / -3.64 eV
**Net charge**: -1
**Maximum force**: 0.30 eV/A
**Energy relative to the best compared isomer or geometry (same formula, charge and spin)**: 16.99 kcal/mol
**Expectation value of S²**: 0.864
**E_tot**: -4120.6041 hartree

Entry 2:
The following is a DFT calculation (wB97M-V/def2-TZVPD) of a molecular structure, C28H28CoN9OS2Si in a non-equilibrium geometry.

Structure (XYZ):
```
70
Properties=species:S:1:pos:R:3:forces:R:3
Co -0.808728 0.418253 -0.297625 0.538 -0.236 0.954
S 0.048234 1.338401 1.681299 0.066 0.047 -0.166
S 0.006584 4.507662 0.417819 -0.144 -0.046 0.190
Si 0.371265 1.522730 -1.973699 -0.013 0.424 -0.319
O 0.525124 -1.000766 -0.413514 0.539 -0.781 -0.212
N -4.525500 1.777047 0.387567 -0.032 0.196 0.001
N -4.276700 -2.553337 1.270346 0.408 -0.129 -0.208
N -2.386248 1.566757 -0.276033 -0.879 0.455 -0.094
N 2.383121 -2.318872 -0.635155 0.076 -0.155 -0.395
N -3.991715 2.959974 -0.023706 -0.446 -0.012 0.103
N 3.652959 -2.384726 -0.061758 0.139 -0.373 -0.085
N -3.959703 6.491222 4.640616 0.007 0.018 0.002
N -3.811610 2.687224 6.215132 0.001 -0.013 -0.006
N -2.225964 -1.006934 0.037030 -0.567 0.103 0.009
C -2.733428 2.831441 -0.419251 0.164 -0.233 -0.025
C -3.515998 0.951330 0.230403 0.331 0.225 -0.254
C 4.734626 -2.657327 -1.011265 -0.069 0.111 0.027
C 1.807553 -3.483448 -1.219081 0.114 0.181 0.178
C 1.729652 -5.874608 -1.430561 0.026 0.046 0.006
C -1.694203 2.380111 3.444234 -0.014 -0.141 -0.027
C 2.038766 2.135991 -1.410297 0.250 0.074 0.153
C -3.423397 -0.463393 0.480723 0.448 -0.333 -0.178
C 5.046908 -0.989149 1.448574 -0.020 0.030 -0.032
C 3.760308 -1.275897 0.755828 0.124 0.030 0.195
C -0.926386 2.666705 2.315831 -0.027 0.033 -0.019
C 0.800873 0.286662 -3.341555 -0.152 -0.361 -0.088
C -3.226286 2.974217 5.266232 0.172 0.099 -0.294
C -3.103969 -3.093727 0.790199 -0.618 0.142 0.300
C 2.604464 -0.586533 0.788538 -0.070 0.092 0.011
C 0.763663 -3.363159 -2.127166 -0.087 0.027 -0.101
C 1.704322 -1.240626 -0.122626 -0.277 0.252 0.253
C -0.922483 3.991047 1.784364 0.028 0.091 0.052
C -2.507609 4.628171 3.561140 -0.181 0.280 0.131
C -2.479236 3.328258 4.085717 -0.188 -0.108 0.304
C -3.314466 5.661340 4.173670 0.174 -0.260 -0.168
C 0.206970 -4.509343 -2.676382 0.020 0.050 -0.010
C -1.750172 4.931320 2.446829 0.115 -0.045 -0.165
C 2.288370 -4.737520 -0.864531 0.010 -0.140 0.081
C -2.118361 -2.353589 0.218065 0.204 0.325 -0.086
C -0.415312 2.945565 -2.901333 -0.230 0.165 -0.106
C 0.688049 -5.766227 -2.339736 -0.002 0.007 0.033
C -4.386674 -1.241238 1.096590 -0.129 -0.110 0.065
H 0.246353 -6.654805 -2.771755 0.009 0.015 -0.005
H 3.075803 -4.821340 -0.126692 -0.019 0.002 -0.024
H -4.531961 3.804220 0.039240 -0.007 0.002 0.044
H -0.544381 3.815656 -2.253804 0.024 -0.048 -0.045
H 1.907497 3.058572 -0.841730 0.029 -0.063 0.001
H -2.092935 3.641932 -0.742428 0.008 -0.053 0.097
H -2.989104 -4.166385 0.889984 -0.004 0.019 0.025
H -5.287967 -0.760361 1.466819 0.024 -0.030 -0.037
H -1.202016 -2.819531 -0.125016 -0.024 0.064 0.017
H 1.313143 0.848774 -4.130262 -0.007 -0.055 -0.009
H 5.635341 -2.896567 -0.451393 0.003 0.012 0.013
H 2.650265 2.325565 -2.302900 -0.009 0.012 0.076
H 1.481104 -0.495052 -2.988547 -0.012 0.058 -0.036
H -1.378192 2.686025 -3.354588 0.088 0.016 0.023
H 2.343227 0.277280 1.384718 0.026 -0.064 -0.078
H -1.673413 1.371345 3.838414 0.008 0.024 -0.033
H 2.104650 -6.848793 -1.144571 0.002 0.002 0.001
H 4.879765 -0.245714 2.224689 0.002 -0.007 -0.017
H 4.467951 -3.513222 -1.624008 -0.010 -0.039 0.023
H -1.766959 5.939279 2.055352 0.006 0.020 0.004
H 2.564902 1.425728 -0.771482 0.035 0.013 -0.068
H -0.074275 -0.200644 -3.786948 0.083 0.048 0.027
H 0.279479 3.222388 -3.703501 -0.077 0.024 -0.012
H 5.455734 -1.891908 1.903225 0.004 0.006 0.007
H 0.380521 -2.387419 -2.384442 0.027 -0.004 -0.017
H -0.609151 -4.409678 -3.380413 -0.005 0.000 0.026
H 4.919910 -1.797412 -1.661275 -0.014 0.012 -0.014
H 5.787044 -0.588943 0.751841 -0.004 -0.013 0.005
```
Forces are in eV/Å.

Computed properties:
**Kohn-Sham gap (spin up / spin down)**: 0.1574 / 0.2136 Eh
**Multiplicity**: 4
**HOMO level (spin up / spin down)**: -2.70 / -4.02 eV
**Net charge**: -1
**Maximum force**: 1.12 eV/A
**Energy relative to the best compared isomer or geometry (same formula, charge and spin)**: 45.56 kcal/mol
**Expectation value of S²**: 3.905
**E_tot**: -4120.5314 hartree